82
Properties=species:S:1:pos:R:3:forces:R:3:mulliken_spin:R:1 method="wB97M-V/def2-TZVPD" e_tot_ev=-154340.468 largest_force_ev_per_a=0.6 multiplicity=2 homo_energy_ev="-8.970 / -8.968" orbital_gap_ha="0.254 / 0.288"
V -0.534772 1.995433 0.284098 0.43 0.37 -0.31 1.2134
C 5.702944 4.584300 -3.962183 0.00 0.00 0.00 0.0001
C 4.812985 3.832914 -3.013607 0.00 0.00 0.01 -0.0004
C 5.329208 2.860064 -2.164749 0.00 0.00 -0.01 -0.0002
C 4.506746 2.171056 -1.285832 0.00 -0.02 -0.03 -0.0018
C 3.154447 2.468018 -1.271449 0.00 0.01 0.01 0.0038
C 2.605821 3.437768 -2.105987 0.00 0.02 0.01 0.0000
C 3.444276 4.111488 -2.970400 0.00 -0.01 0.00 0.0001
S 2.106572 1.614454 -0.169542 -0.10 0.17 -0.01 -0.0066
O 0.933860 1.134374 -0.959848 0.05 -0.07 0.07 0.0015
O 2.862369 0.658438 0.575802 0.03 0.03 0.03 -0.0011
N 1.325300 2.724186 0.677145 0.01 -0.16 0.07 -0.0304
C 1.061671 2.862310 2.025322 0.08 -0.04 0.01 0.0104
C 1.906802 2.900290 3.120645 -0.04 0.06 0.02 -0.0080
C 1.304599 3.074954 4.354881 0.00 0.00 0.01 0.0038
C -0.080233 3.180210 4.468327 0.00 0.00 0.00 -0.0024
C -0.853752 3.074240 3.331342 -0.01 0.05 -0.04 0.0094
N -0.277076 2.938522 2.134881 0.05 -0.27 0.12 -0.0158
H 6.727045 4.217498 -3.922724 0.00 0.00 0.00 0.0000
H 5.712212 5.648022 -3.719306 0.00 0.00 0.00 0.0000
H 5.343549 4.488350 -4.987450 0.00 0.00 0.00 0.0000
H 6.387768 2.634398 -2.191002 0.00 0.00 0.00 0.0000
H 4.901834 1.409116 -0.628191 0.00 0.01 0.01 -0.0003
H 1.547964 3.665094 -2.060228 0.00 0.00 0.01 0.0007
H 3.032561 4.870572 -3.624131 0.00 0.00 0.00 -0.0001
H 2.974256 2.793652 2.999029 0.00 0.01 0.00 0.0001
H 1.918858 3.124380 5.244649 0.00 0.00 0.00 0.0002
H -0.553329 3.314066 5.429442 0.00 0.00 0.00 0.0002
H -1.933556 3.080560 3.351656 -0.01 -0.01 0.00 -0.0006
O -4.583794 5.902060 -2.103001 -0.02 -0.02 -0.01 -0.0089
C -3.765701 5.131562 -1.706127 0.02 0.02 0.02 -0.0001
C -2.226743 5.324910 -1.786438 0.01 -0.04 -0.02 0.0223
O -1.647964 6.238514 -2.302675 0.01 0.02 0.01 -0.0169
C -1.681664 4.122248 -1.104778 -0.14 0.01 -0.07 -0.0075
C -2.701986 3.297210 -0.703953 0.03 -0.19 0.05 -0.0210
O -2.262667 2.184968 -0.108450 -0.22 0.04 0.14 -0.0778
C -4.039639 3.766870 -1.015567 -0.02 0.01 -0.06 0.0199
O -5.119475 3.272264 -0.824624 0.01 0.00 0.01 -0.0100
O -0.487252 3.737422 -0.860919 -0.04 -0.15 0.00 -0.0593
O -2.050202 0.504519 2.683631 0.05 0.02 -0.01 -0.0007
C -1.051072 -0.039708 2.272531 -0.05 0.07 0.08 0.0038
O -0.397526 0.371388 1.183948 -0.12 0.11 -0.08 -0.0153
C -0.443646 -1.255116 2.929606 0.07 0.04 0.03 -0.0020
C -1.286330 -2.502107 2.650359 -0.05 -0.07 -0.05 -0.0012
Ge -1.193426 -3.126491 0.783253 0.05 0.03 -0.01 0.0001
C -1.988073 -1.848832 -0.460794 -0.03 0.01 0.00 -0.0032
C -3.268089 -1.347909 -0.219472 0.00 -0.01 0.00 0.0008
C -3.879542 -0.486746 -1.118795 0.00 0.01 -0.01 0.0007
C -3.216445 -0.116382 -2.281046 -0.01 0.04 0.04 -0.0026
C -1.938686 -0.595534 -2.530510 0.02 0.01 0.01 0.0001
C -1.328857 -1.455099 -1.624084 0.00 -0.04 -0.03 0.0047
C -2.155921 -4.817052 0.647223 0.00 -0.01 -0.02 -0.0001
C -2.388682 -5.372102 -0.611742 -0.02 0.00 0.00 0.0000
C -3.060006 -6.578242 -0.746306 0.00 0.00 0.00 0.0000
C -3.514907 -7.248292 0.381819 0.00 0.00 0.00 0.0000
C -3.296173 -6.707836 1.639760 0.01 0.00 0.00 0.0000
C -2.619880 -5.500818 1.768609 0.01 0.00 0.00 0.0000
C 0.679659 -3.408725 0.310179 0.01 0.03 0.00 0.0008
C 1.198152 -4.693456 0.155475 -0.01 -0.02 0.00 -0.0001
C 2.540791 -4.888732 -0.142111 0.00 0.00 0.00 0.0000
C 3.385992 -3.797898 -0.284817 -0.01 -0.01 0.00 0.0001
C 2.885957 -2.511852 -0.131891 0.03 -0.02 -0.01 0.0003
C 1.542656 -2.319794 0.159718 0.00 -0.01 0.00 -0.0047
H -0.409369 -1.048676 4.002410 -0.04 -0.03 -0.02 0.0002
H 0.576546 -1.394105 2.571447 0.01 0.03 0.03 -0.0005
H -2.325383 -2.319260 2.933252 0.00 -0.01 0.01 0.0000
H -0.918773 -3.321952 3.271619 -0.02 -0.01 0.00 0.0001
H -3.802305 -1.630695 0.681788 0.00 0.00 0.01 0.0000
H -4.867024 -0.094806 -0.912592 -0.01 0.01 0.01 -0.0001
H -3.695748 0.553096 -2.984472 0.00 0.00 -0.01 0.0001
H -1.415322 -0.306475 -3.433968 0.00 0.00 0.00 0.0003
H -0.333003 -1.827431 -1.836411 0.01 0.02 0.02 0.0007
H -2.047797 -4.853316 -1.501940 0.00 0.01 0.00 0.0000
H -3.232494 -6.994310 -1.730878 0.00 0.00 0.00 0.0000
H -4.041846 -8.188336 0.278954 0.00 0.00 0.00 0.0000
H -3.652469 -7.224550 2.522047 0.00 0.00 0.00 0.0000
H -2.458187 -5.093094 2.760115 0.00 0.00 0.00 0.0000
H 0.547326 -5.554332 0.263832 0.00 0.00 0.00 0.0000
H 2.926345 -5.893551 -0.261835 0.00 0.00 0.00 0.0000
H 4.433129 -3.950052 -0.515001 0.00 0.00 0.00 0.0000
H 3.538708 -1.654028 -0.234815 -0.02 -0.02 0.01 -0.0001
H 1.167845 -1.308062 0.267822 0.00 -0.05 -0.02 0.0014

***

13
Properties=species:S:1:pos:R:3:forces:R:3:lowdin_charge:R:1 method="wB97M-V/def2-TZVPD" e_tot_ev=-16577.124 largest_force_ev_per_a=2.9 homo_energy_ev=-2.795 charge=-1 orbital_gap_ha=0.258
C -0.035609 1.432447 0.868149 -2.36 0.20 1.71 -0.4725
C -0.432305 0.207002 0.016134 1.69 0.23 -2.39 -0.6926
S 0.461389 -1.390969 0.494967 -0.62 1.03 0.33 0.1747
N 1.367114 1.554657 0.984332 1.27 1.74 -1.15 -0.0840
H -0.484381 1.219439 1.867580 0.44 0.04 -0.27 0.0833
H -0.488254 2.517156 0.690125 0.65 -2.23 -0.61 0.1189
H -0.103164 0.397026 -1.095528 -0.58 -0.11 1.73 0.0585
H -1.490137 0.077119 -0.020605 -0.91 -0.19 0.16 0.0057
H 1.623190 1.693278 -0.019975 0.72 -0.54 1.33 0.0705
H 1.797833 0.724980 1.379911 -0.24 -0.22 -0.62 0.0036
H -1.410184 -2.487785 -2.014508 1.27 -0.68 0.26 0.0317
H -0.213270 -2.901355 -1.148562 0.61 0.84 1.54 -0.1438
O -0.592221 -3.042995 -2.002022 -1.93 -0.11 -2.03 -0.1540